[1]
Formula: C3H5NO2
Source: the Open Molecules 2025 dataset
Level of theory: the ωB97M-V functional and the def2-TZVPD basis

Cartesian coordinates (Å):
1 C 1.40084 -0.14527 1.14875
2 C -0.00743 -0.43465 0.69354
3 O -0.81987 -1.09613 1.30238
4 N -0.24842 0.17247 -0.53928
5 C -1.36520 0.08980 -1.15202
6 O -1.36333 0.73391 -2.30636
7 H 2.11067 -0.46754 0.37787
8 H 1.60302 -0.64723 2.09210
9 H 1.53336 0.93788 1.25635
10 H -2.29156 -0.41795 -0.87201
11 H -0.42263 1.04123 -2.21645

- Lowest unoccupied orbital energy: 0.480 eV
- HOMO-LUMO gap: 10.44 eV
- Relative energy (zero: lowest compared OMol25 entry of this formula, charge and spin): 88.1 kJ/mol
- Structure (SMILES): CC(=O)/N=C/O
- Strongest force on any atom: 1.2 eV Å⁻¹
- E_HOMO: -9.9620 eV

So, what does the Mulliken scheme give us? The charges, in e, come out as: atom 1 (C): -0.9585, atom 2 (C): 0.5935, atom 3 (O): -0.5635, atom 4 (N): -0.4935, atom 5 (C): 0.1989, atom 6 (O): -0.4761, atom 7 (H): 0.2904, atom 8 (H): 0.3090, atom 9 (H): 0.2827, atom 10 (H): 0.3832, atom 11 (H): 0.4339



[2]
Formula: C6H17N2
Source: the Open Molecules 2025 dataset
Level of theory: the ωB97M-V functional and the def2-TZVPD basis

Cartesian coordinates (Å):
1 C -1.90443 -0.78818 2.81564
2 C -0.68026 -0.77788 1.90664
3 C -0.20190 0.61046 1.61783
4 C 0.93798 1.12995 2.08427
5 H -2.71143 -0.15835 2.44179
6 H -2.22090 -1.80054 3.04445
7 H -1.63617 -0.31626 3.76597
8 H -0.83063 -1.35929 0.98400
9 H 0.11803 -1.38232 2.35518
10 H -0.92801 1.23575 1.10168
11 H 1.11824 2.19451 2.01578
12 H 1.66705 0.48882 2.56591
13 C -0.17541 0.33384 -2.23692
14 N -1.01788 -0.47789 -3.08637
15 C 1.10180 -0.38808 -1.87184
16 N 1.87302 0.44085 -0.89231
17 H -0.62488 0.67627 -1.28882
18 H 0.09551 1.23895 -2.79499
19 H -1.23693 -1.35252 -2.62013
20 H -1.90053 -0.00778 -3.25638
21 H 1.73656 -0.62218 -2.72253
22 H 0.89002 -1.30814 -1.32116
23 H 2.78781 0.06704 -0.63727
24 H 1.91287 1.43809 -1.12359
25 H 1.36341 0.54101 0.02417

- Lowest unoccupied orbital energy: -3.255 eV
- HOMO-LUMO gap: 10.18 eV
- Relative energy (zero: lowest compared OMol25 entry of this formula, charge and spin): 126.7 kJ/mol
- Total charge: +1
- Strongest force on any atom: 1.5 eV Å⁻¹
- E_HOMO: -13.4367 eV

So, what does the Mulliken scheme give us? The charges, in e, come out as: atom 1 (C): -1.2559, atom 2 (C): -0.1793, atom 3 (C): -0.2313, atom 4 (C): -0.8486, atom 5 (H): 0.3467, atom 6 (H): 0.3629, atom 7 (H): 0.3449, atom 8 (H): 0.2242, atom 9 (H): 0.3238, atom 10 (H): 0.3416, atom 11 (H): 0.3455, atom 12 (H): 0.3481, atom 13 (C): -0.2895, atom 14 (N): -0.6096, atom 15 (C): -0.5774, atom 16 (N): -0.1542, atom 17 (H): 0.2021, atom 18 (H): 0.3773, atom 19 (H): 0.2342, atom 20 (H): 0.2659, atom 21 (H): 0.3308, atom 22 (H): 0.3559, atom 23 (H): 0.4007, atom 24 (H): 0.4146, atom 25 (H): -0.0733



[3]
Formula: C21H27MnO2S2Si2
Source: the Open Molecules 2025 dataset
Level of theory: the ωB97M-V functional and the def2-TZVPD basis

Cartesian coordinates (Å):
1 Mn -0.74054 0.15058 -0.04247
2 C -4.36435 0.54475 2.80418
3 C -3.38077 0.09621 1.75232
4 S -1.95508 1.13448 1.59795
5 C -3.57893 -0.97446 0.97480
6 C -4.82227 -1.82897 1.08292
7 S -2.42807 -1.46288 -0.26370
8 H -3.85430 1.06373 3.61797
9 H -4.91209 -0.29633 3.23236
10 H -5.10201 1.24164 2.39113
11 H -5.08522 -2.04040 2.12186
12 H -4.67419 -2.78088 0.57457
13 H -5.68605 -1.33993 0.62130
14 C 1.94890 2.28620 -0.88128
15 Si 1.02242 1.65866 0.63241
16 C 0.57916 3.19688 1.60895
17 C 2.27561 0.71617 1.68059
18 C 3.49578 1.27106 2.09178
19 C 4.38504 0.55150 2.87431
20 C 4.06532 -0.74644 3.26550
21 C 2.86256 -1.30734 2.86556
22 C 1.95638 -0.59059 2.06996
23 Si 0.34303 -1.35447 1.44694
24 C 0.84593 -2.86075 0.45067
25 C -0.60707 -1.95431 2.92956
26 H 2.77083 2.93797 -0.56319
27 H 1.28547 2.86500 -1.52979
28 H 2.36907 1.46333 -1.46349
29 H 1.49442 3.76057 1.82419
30 H 0.08957 2.95183 2.55321
31 H -0.09874 3.83533 1.03583
32 H 3.75495 2.28523 1.79829
33 H 5.32486 0.99612 3.18279
34 H 4.75538 -1.31605 3.87828
35 H 2.62729 -2.32272 3.17529
36 H 1.41354 -3.54664 1.09099
37 H 1.47059 -2.57737 -0.39873
38 H -0.03851 -3.37751 0.07257
39 H 0.05902 -2.57701 3.53818
40 H -1.46000 -2.55503 2.60385
41 H -0.97935 -1.13060 3.54103
42 O -1.05825 1.22607 -1.94002
43 C -0.25441 0.39558 -2.40164
44 O 0.34994 -0.41945 -1.61101
45 C 0.02831 0.31598 -3.86633
46 C 0.92681 -0.61885 -4.36361
47 C 1.18043 -0.67620 -5.72704
48 C 0.53576 0.20078 -6.59040
49 C -0.36384 1.13517 -6.09169
50 C -0.61778 1.19219 -4.72889
51 H 1.41400 -1.29171 -3.67045
52 H 1.88013 -1.40511 -6.11669
53 H 0.73382 0.15530 -7.65461
54 H -0.86741 1.81729 -6.76554
55 H -1.31509 1.90641 -4.31147

- Lowest unoccupied orbital energy (spin up / spin down): 2.839 / 2.846 eV
- HOMO-LUMO gap (spin up / spin down): 6.60 / 6.67 eV
- Relative energy (zero: lowest compared OMol25 entry of this formula, charge and spin): 0.0 kJ/mol
- Total charge: -1
- Strongest force on any atom: 0.8 eV Å⁻¹
- Spin multiplicity: 4
- E_HOMO (spin up / spin down): -3.7623 / -3.8224 eV

So, what does the Mulliken scheme give us? The charges, in e, come out as: atom 1 (Mn): -0.4874, atom 2 (C): -1.5206, atom 3 (C): 0.6614, atom 4 (S): -0.4170, atom 5 (C): 0.5347, atom 6 (C): -1.6061, atom 7 (S): -0.4411, atom 8 (H): 0.3523, atom 9 (H): 0.3582, atom 10 (H): 0.2748, atom 11 (H): 0.3418, atom 12 (H): 0.3735, atom 13 (H): 0.3101, atom 14 (C): -1.2952, atom 15 (Si): 0.9167, atom 16 (C): -1.4036, atom 17 (C): 0.3331, atom 18 (C): -0.5191, atom 19 (C): -0.5970, atom 20 (C): -0.6503, atom 21 (C): -0.4967, atom 22 (C): 0.3029, atom 23 (Si): 1.2874, atom 24 (C): -1.2591, atom 25 (C): -1.1505, atom 26 (H): 0.3877, atom 27 (H): 0.3345, atom 28 (H): 0.2583, atom 29 (H): 0.3631, atom 30 (H): 0.3581, atom 31 (H): 0.3439, atom 32 (H): 0.2497, atom 33 (H): 0.3711, atom 34 (H): 0.3666, atom 35 (H): 0.2704, atom 36 (H): 0.3791, atom 37 (H): 0.2546, atom 38 (H): 0.2938, atom 39 (H): 0.4062, atom 40 (H): 0.2503, atom 41 (H): 0.2725, atom 42 (O): -0.7759, atom 43 (C): 1.1547, atom 44 (O): -0.7674, atom 45 (C): 0.2136, atom 46 (C): -0.2975, atom 47 (C): -0.6074, atom 48 (C): -0.3385, atom 49 (C): -0.5938, atom 50 (C): -0.3509, atom 51 (H): 0.4127, atom 52 (H): 0.3858, atom 53 (H): 0.3662, atom 54 (H): 0.3810, atom 55 (H): 0.4545



- What is the formula in the first record?
  C3H5NO2